No. 1
{
  "formula": "C22H14BrCl5N2O2Pd",
  "method": "ωB97M-V/def2-TZVPD",
  "homo_energy_ha": [-0.4926, -0.4922],
  "total_energy_ev": -166229.1498,
  "total_charge": 2,
  "e_above_lowest_kcal_mol": 10.5,
  "lumo_energy_ev": [-7.03, -9.70],
  "spin_multiplicity": 5,
  "orbital_gap_ev": [6.377, 3.688],
  "s_squared": 6.085,
  "elements": ["Pd", "O", "C", "C", "C", "C", "C", "C", "C", "O", "N", "N", "C", "C", "Br", "C", "C", "C", "C", "C", "C", "C", "H", "H", "H", "H", "H", "H", "H", "H", "H", "H", "H", "H", "H", "H", "Cl", "C", "C", "C", "Cl", "C", "Cl", "C", "Cl", "C", "Cl"],
  "coordinates": [[0.0098, 0.1265, 0.0346], [4.1522, 3.7279, -1.8498], [3.0756, 3.4900, -2.6827], [2.9432, 4.3245, -3.7767], [1.8850, 4.1561, -4.6508], [0.9452, 3.1531, -4.4407], [1.0695, 2.3349, -3.3396], [2.1273, 2.5067, -2.4469], [2.2195, 1.6328, -1.2145], [1.5509, 0.4608, -1.2366], [1.8067, 2.4712, -0.0443], [1.1877, 1.8821, 0.9087], [1.0417, 2.4601, 2.0927], [0.3677, 1.8125, 3.1323], [-0.5043, 0.1626, 2.7404], [0.2262, 2.2916, 4.4183], [0.9808, 3.3521, 5.0156], [2.3494, 3.5685, 4.7303], [3.0272, 4.5978, 5.3468], [2.3550, 5.4330, 6.2366], [1.0137, 5.2149, 6.5505], [0.3384, 4.1619, 5.9761], [4.4405, 2.9342, -1.3879], [3.6971, 5.0859, -3.9309], [1.8021, 4.8024, -5.5152], [0.1266, 3.0139, -5.1333], [0.3587, 1.5391, -3.1619], [3.2873, 1.4419, -0.9843], [2.2222, 3.3953, 0.0943], [1.4134, 3.4639, 2.2785], [-0.5361, 1.8286, 5.0382], [2.8822, 2.8729, 4.0947], [4.0844, 4.7399, 5.1642], [2.8906, 6.2421, 6.7161], [0.5097, 5.8616, 7.2567], [-0.6990, 3.9717, 6.2286], [-3.1992, 1.8846, -0.3214], [-3.2157, 0.1945, -0.3030], [-1.9511, -0.4917, -0.3178], [-1.9437, -1.8797, -0.3111], [-0.3625, -2.5870, -0.2652], [-3.0945, -2.6174, -0.2689], [-3.0602, -4.2881, -0.1865], [-4.3665, -1.8985, -0.2752], [-5.7754, -2.7809, -0.2753], [-4.4120, -0.4929, -0.2792], [-5.9011, 0.3253, -0.2663]],
  "lowdin_charge": [0.83, 0.06, -0.27, 0.01, -0.04, -0.06, -0.02, -0.12, -0.39, -0.23, 0.12, -0.04, -0.12, -0.57, 0.92, -0.02, -0.21, -0.02, -0.04, -0.01, -0.03, 0.01, 0.09, 0.13, 0.12, 0.11, 0.11, 0.16, 0.19, 0.15, 0.13, 0.12, 0.12, 0.13, 0.13, 0.13, 0.80, -0.69, -0.25, -0.72, 0.77, -0.67, 0.87, -0.64, 0.89, -0.72, 0.79]
}


No. 2
{
  "formula": "C22H14FN7",
  "method": "ωB97M-V/def2-TZVPD",
  "smiles": "Fc1cccc(-c2cccc3nc(-c4nnc5c[nH]c(-c6cn[nH]c6)cc4-5)[nH]c23)c1",
  "homo_energy_ha": -0.2885,
  "total_energy_ev": -36186.0072,
  "e_above_lowest_kcal_mol": 53.5,
  "lumo_energy_ev": -0.63,
  "orbital_gap_ev": 7.226,
  "elements": ["F", "C", "C", "C", "C", "C", "C", "C", "C", "C", "C", "N", "C", "C", "N", "N", "C", "C", "N", "C", "C", "C", "N", "N", "C", "C", "C", "N", "C", "C", "H", "H", "H", "H", "H", "H", "H", "H", "H", "H", "H", "H", "H", "H"],
  "coordinates": [[-2.1418, 3.3769, -0.4622], [-2.1442, 2.5918, 0.6078], [-1.9254, 3.1534, 1.9252], [-2.1846, 2.4153, 3.0677], [-2.6298, 1.0337, 2.9046], [-2.6292, 0.4305, 1.6480], [-2.7618, -1.0580, 1.5684], [-3.9117, -1.7908, 1.8902], [-3.9288, -3.1774, 1.6305], [-2.7390, -3.7641, 1.1357], [-1.6467, -3.0716, 0.9295], [-0.3848, -3.5199, 0.5916], [0.4511, -2.5131, 0.5679], [1.7726, -2.5634, 0.0199], [2.6718, -3.6262, 0.1318], [3.8066, -3.3098, -0.5559], [3.6731, -2.0650, -1.1508], [4.4736, -1.2340, -1.8645], [3.9603, 0.0576, -2.1944], [2.6825, 0.5229, -1.8862], [2.3318, 1.9009, -2.1685], [1.2208, 2.7052, -1.6326], [1.2413, 3.9357, -2.0658], [2.0929, 3.8799, -3.1028], [2.7331, 2.6741, -3.2301], [1.8759, -0.3359, -1.2239], [2.3667, -1.6371, -0.7500], [-0.3133, -1.3700, 0.6854], [-1.6817, -1.7197, 1.0906], [-2.3909, 1.2051, 0.4780], [-1.7116, 4.2117, 2.1465], [-2.0878, 2.8904, 4.0493], [-2.7929, 0.4566, 3.8411], [-4.8509, -1.3210, 2.2976], [-4.8341, -3.6057, 1.6486], [-2.7344, -4.8015, 0.9240], [5.5196, -1.5197, -2.0938], [4.6635, 0.7963, -2.3372], [0.7111, 2.3816, -0.7571], [2.3596, 4.7382, -3.6342], [3.5391, 2.4129, -3.8837], [0.9027, -0.0351, -0.9944], [-0.0401, -0.4132, 0.6565], [-2.5846, 0.6818, -0.4481]],
  "lowdin_charge": [0.07, -0.26, -0.03, -0.07, -0.02, -0.19, -0.16, -0.02, -0.04, -0.02, -0.28, 0.18, -0.24, -0.20, 0.11, 0.03, -0.25, 0.06, 0.10, -0.21, -0.15, -0.09, 0.05, -0.04, -0.05, 0.07, -0.12, 0.17, -0.10, 0.04, 0.11, 0.10, 0.12, 0.13, 0.06, 0.11, 0.14, 0.16, 0.09, 0.18, 0.12, 0.08, 0.11, 0.13]
}


No. 3
{
  "formula": "C22H15AuClN3O",
  "method": "ωB97M-V/def2-TZVPD",
  "homo_energy_ha": [-0.2628, -0.2697],
  "total_energy_ev": -45787.0699,
  "e_above_lowest_kcal_mol": 15.2,
  "lumo_energy_ev": [-0.63, -1.22],
  "spin_multiplicity": 3,
  "orbital_gap_ev": [6.522, 6.121],
  "s_squared": 2.057,
  "elements": ["Au", "Cl", "C", "C", "C", "C", "O", "C", "C", "N", "C", "C", "C", "C", "C", "C", "C", "C", "N", "C", "C", "H", "H", "H", "H", "H", "H", "H", "H", "H", "H", "N", "C", "C", "C", "C", "C", "C", "H", "H", "H", "H", "H"],
  "coordinates": [[1.8664, -0.3224, -1.1133], [-4.4584, 2.7184, -3.0404], [-2.9002, 1.9322, -2.9921], [-1.9035, 2.3080, -3.9064], [-0.6734, 1.7129, -3.8629], [-0.3485, 0.6863, -2.9298], [0.8432, 0.1907, -2.9646], [-1.3908, 0.3057, -2.0181], [-1.2480, -0.6630, -0.9614], [-0.2565, -1.4648, -0.8030], [-0.1832, -2.2850, 0.3196], [-1.2571, -2.9708, 0.8320], [-1.1365, -3.7858, 1.9756], [0.0599, -3.9201, 2.6121], [1.2034, -3.2612, 2.1032], [2.4690, -3.3836, 2.7178], [3.5538, -2.7693, 2.1747], [3.3863, -2.0223, 0.9975], [2.2221, -1.8625, 0.4072], [1.1031, -2.4590, 0.9428], [-2.6403, 0.9671, -2.0673], [-2.1167, 3.0801, -4.6366], [0.1094, 2.0073, -4.5508], [-2.0488, -0.6517, -0.2083], [-2.2115, -2.8900, 0.3265], [-2.0080, -4.3100, 2.3468], [0.1579, -4.5349, 3.4993], [2.5585, -3.9750, 3.6223], [4.5359, -2.8492, 2.6208], [4.2339, -1.5522, 0.5155], [-3.4086, 0.6898, -1.3532], [2.1901, 1.6232, -0.4814], [1.1946, 2.2461, 0.1681], [0.2888, 1.5861, 1.0451], [-0.7294, 2.2843, 1.6558], [-0.8999, 3.6484, 1.4122], [-0.0222, 4.3158, 0.5572], [1.0130, 3.6403, -0.0491], [0.4244, 0.5255, 1.2279], [-1.4057, 1.7679, 2.3263], [-1.7130, 4.1848, 1.8845], [-0.1561, 5.3734, 0.3668], [1.7025, 4.1386, -0.7188]],
  "lowdin_charge": [0.93, 0.63, -0.68, -0.10, -0.01, -0.38, -0.19, -0.14, -0.11, 0.02, -0.22, -0.01, -0.07, -0.04, -0.15, 0.00, -0.04, -0.12, -0.02, -0.14, -0.08, 0.10, 0.12, 0.13, 0.11, 0.11, 0.11, 0.12, 0.11, 0.11, 0.11, 0.05, -0.42, -0.05, -0.09, -0.08, -0.09, -0.03, 0.09, 0.10, 0.10, 0.10, 0.11]
}


No. 4
{
  "formula": "C22H15AuClN3O",
  "method": "ωB97M-V/def2-TZVPD",
  "homo_energy_ha": [-0.2636, -0.2792],
  "total_energy_ev": -45787.3634,
  "e_above_lowest_kcal_mol": 8.4,
  "lumo_energy_ev": [-0.67, -1.13],
  "spin_multiplicity": 3,
  "orbital_gap_ev": [6.500, 6.463],
  "s_squared": 2.060,
  "elements": ["Au", "Cl", "C", "C", "C", "C", "O", "C", "C", "N", "C", "C", "C", "C", "C", "C", "C", "C", "N", "C", "C", "H", "H", "H", "H", "H", "H", "H", "H", "H", "H", "N", "C", "C", "C", "C", "C", "C", "H", "H", "H", "H", "H"],
  "coordinates": [[0.2427, 1.3651, 0.7395], [-1.3654, -1.9259, -5.3855], [-0.8421, -0.7808, -4.1794], [-1.3450, 0.5301, -4.2084], [-0.9611, 1.4315, -3.2561], [-0.0504, 1.0927, -2.2160], [0.2570, 1.9900, -1.3422], [0.4692, -0.2389, -2.2204], [1.3377, -0.7649, -1.2095], [1.8002, -0.1258, -0.1869], [2.5645, -0.7986, 0.7662], [3.5749, -1.6767, 0.4629], [4.3193, -2.3139, 1.4758], [4.0607, -2.0691, 2.7922], [3.0429, -1.1533, 3.1504], [2.7332, -0.8491, 4.4947], [1.7508, 0.0515, 4.7811], [1.0680, 0.6653, 3.7167], [1.3252, 0.3990, 2.4586], [2.2970, -0.5070, 2.1428], [0.0419, -1.1531, -3.2111], [-2.0468, 0.8119, -4.9825], [-1.3533, 2.4399, -3.2513], [1.5720, -1.8315, -1.3092], [3.8134, -1.8630, -0.5763], [5.1075, -3.0003, 1.1960], [4.6281, -2.5564, 3.5747], [3.2886, -1.3385, 5.2857], [1.4909, 0.3065, 5.7984], [0.2908, 1.3963, 3.9035], [0.4246, -2.1668, -3.1951], [-1.6104, 2.1771, 1.0870], [-2.5788, 1.6639, 0.3116], [-2.5641, 0.3619, -0.2658], [-3.5992, -0.0753, -1.0617], [-4.6817, 0.7615, -1.3284], [-4.7265, 2.0384, -0.7724], [-3.7085, 2.4837, 0.0427], [-1.7211, -0.2886, -0.0630], [-3.5616, -1.0670, -1.4945], [-5.4864, 0.4194, -1.9657], [-5.5689, 2.6861, -0.9797], [-3.7298, 3.4727, 0.4804]],
  "lowdin_charge": [0.99, 0.63, -0.68, -0.10, -0.01, -0.39, -0.17, -0.15, -0.09, 0.01, -0.21, -0.01, -0.07, -0.04, -0.15, 0.00, -0.04, -0.11, -0.01, -0.14, -0.08, 0.11, 0.12, 0.13, 0.12, 0.11, 0.11, 0.12, 0.11, 0.11, 0.11, -0.01, -0.44, -0.07, -0.09, -0.09, -0.09, -0.04, 0.08, 0.11, 0.10, 0.10, 0.11]
}


No. 5
{
  "formula": "C22H15Cl2F6N5O2S",
  "method": "ωB97M-V/def2-TZVPD",
  "smiles": "FC(F)(F)c1cc(NC(=S)NC[C@H]2CCCN2)cc(C(F)(F)F)c1.N#CC1=C(C#N)C(=O)C(Cl)=C(Cl)C1=O",
  "homo_energy_ha": -0.2778,
  "total_energy_ev": -86786.1390,
  "e_above_lowest_kcal_mol": 0.0,
  "lumo_energy_ev": -3.44,
  "orbital_gap_ev": 4.119,
  "elements": ["F", "C", "F", "F", "C", "C", "C", "N", "C", "S", "N", "C", "C", "C", "C", "C", "N", "C", "C", "C", "F", "F", "F", "C", "H", "H", "H", "H", "H", "H", "H", "H", "H", "H", "H", "H", "H", "H", "H", "N", "C", "C", "C", "C", "N", "C", "O", "C", "Cl", "C", "Cl", "C", "O"],
  "coordinates": [[7.7090, -2.0453, 1.8033], [6.6852, -2.8621, 1.3902], [7.0105, -3.3190, 0.1500], [6.6867, -3.9464, 2.2344], [5.3576, -2.1483, 1.4264], [4.5486, -2.0522, 0.3016], [3.2997, -1.4061, 0.3932], [2.5076, -1.3753, -0.7564], [1.2330, -0.8517, -0.9079], [0.2925, -0.1039, 0.2501], [0.7925, -1.0188, -2.1914], [-0.5909, -0.6777, -2.6065], [-0.7628, 0.8486, -2.5274], [0.0343, 1.5906, -3.6328], [-0.8866, 2.7279, -4.0855], [-2.2426, 2.5019, -3.3843], [-2.0749, 1.3411, -2.5773], [2.9072, -0.8334, 1.5940], [3.7369, -0.9434, 2.7079], [3.2583, -0.3739, 4.0172], [4.2900, 0.0145, 4.8245], [2.4490, 0.7150, 3.8298], [2.5280, -1.3053, 4.7171], [4.9587, -1.6127, 2.6510], [4.8676, -2.4917, -0.6397], [2.9347, -1.7752, -1.5917], [1.2634, -1.7193, -2.7784], [-0.6677, -0.9873, -3.6602], [-1.3521, -1.2045, -2.0043], [-0.3696, 1.1320, -1.5211], [0.9848, 1.9274, -3.2118], [0.2358, 0.8999, -4.4605], [-0.4498, 3.6917, -3.8177], [-1.0281, 2.6840, -5.1674], [-2.5171, 3.4048, -2.8196], [-3.0523, 2.3541, -4.1102], [-2.8669, 0.8090, -2.2156], [1.9434, -0.3139, 1.6835], [5.5843, -1.7155, 3.5334], [-1.6797, -0.3177, 2.7917], [-2.7345, 0.0718, 2.4630], [-4.0137, 0.5518, 2.0636], [-4.4302, 0.4712, 0.7572], [-3.7162, -0.3564, -0.1384], [-3.1604, -1.0885, -0.8623], [-5.8019, 0.8364, 0.3719], [-6.2101, 0.6040, -0.7673], [-6.6447, 1.4688, 1.4293], [-8.2218, 1.9256, 0.9715], [-6.2056, 1.6015, 2.7159], [-7.1215, 2.3749, 3.9226], [-4.8509, 1.1247, 3.1412], [-4.4466, 1.1721, 4.3003]],
  "lowdin_charge": [0.12, -0.51, 0.12, 0.12, -0.11, 0.06, -0.20, 0.06, -0.72, 0.78, 0.00, -0.16, -0.42, -0.13, -0.16, -0.22, -0.03, 0.01, -0.09, -0.51, 0.12, 0.12, 0.12, 0.05, 0.12, 0.15, 0.14, 0.12, 0.06, 0.04, 0.11, 0.10, 0.10, 0.10, 0.10, 0.11, 0.09, 0.01, 0.14, 0.22, -0.13, -0.05, -0.06, -0.12, 0.25, -0.34, 0.12, -0.59, 0.78, -0.60, 0.79, -0.33, 0.13]
}